(1)
Molecular formula: C36H31N6O12P
Method: DFT, wB97M-V/def2-TZVPD

XYZ file:
```
86
Properties=species:S:1:pos:R:3
N 2.03 -4.00 -1.31
P 0.55 -4.41 -0.91
C -0.73 -3.74 -2.08
C -1.16 -2.49 -2.02
C -2.23 -2.08 -3.04
O -2.23 -1.01 -3.56
C -3.26 -3.17 -3.33
C -2.84 -4.43 -3.38
C -1.33 -4.62 -3.18
O -0.67 -5.35 -3.83
H 2.51 -4.88 -1.47
H 0.39 -5.82 -0.91
H 0.16 -3.90 0.36
H -0.79 -1.76 -1.29
H -4.31 -2.92 -3.50
H -3.54 -5.25 -3.55
O -1.74 5.55 -1.18
N -2.88 5.42 -1.58
O -3.73 6.29 -1.54
C -3.27 4.12 -2.13
C -2.34 3.09 -2.16
C -2.72 1.85 -2.66
C -4.01 1.65 -3.13
C -4.92 2.70 -3.11
C -4.56 3.93 -2.61
H -1.34 3.23 -1.79
H -2.01 1.04 -2.67
H -4.30 0.68 -3.52
H -5.93 2.54 -3.49
H -5.28 4.74 -2.60
O 1.38 2.97 3.42
N 0.86 3.67 2.55
O -0.16 3.38 1.97
C 1.52 4.93 2.20
C 2.71 5.26 2.82
C 3.35 6.44 2.46
C 2.80 7.27 1.49
C 1.60 6.92 0.88
C 0.96 5.74 1.23
H 3.15 4.63 3.58
H 4.29 6.71 2.94
H 3.30 8.18 1.21
H 1.16 7.57 0.13
H 0.02 5.48 0.75
O -5.43 0.50 6.56
N -4.42 -0.15 6.40
O -4.29 -1.32 6.72
C -3.27 0.51 5.78
C -3.36 1.85 5.43
C -2.27 2.49 4.87
C -1.09 1.78 4.65
C -1.01 0.44 4.99
C -2.10 -0.20 5.56
H -4.28 2.41 5.60
H -2.33 3.53 4.60
H -0.23 2.28 4.21
H -0.09 -0.11 4.82
H -2.03 -1.25 5.83
O 7.13 6.21 3.60
N 7.73 5.50 4.38
O 8.70 5.84 5.03
C 7.26 4.12 4.54
C 6.18 3.68 3.80
C 5.74 2.37 3.94
C 6.38 1.52 4.82
C 7.46 1.97 5.58
C 7.90 3.28 5.44
H 5.67 4.34 3.10
H 4.90 2.02 3.35
H 6.04 0.50 4.93
H 7.95 1.30 6.27
H 8.74 3.62 6.02
O -4.64 -8.68 -6.57
N -3.63 -8.12 -6.21
O -3.59 -7.14 -5.48
C -2.34 -8.65 -6.67
C -2.31 -9.74 -7.53
C -1.09 -10.22 -7.97
C 0.09 -9.60 -7.56
C 0.04 -8.52 -6.69
C -1.18 -8.03 -6.25
H -3.22 -10.22 -7.85
H -1.05 -11.06 -8.64
H 1.04 -9.97 -7.91
H 0.96 -8.04 -6.37
H -1.20 -7.19 -5.57
```

SMILES: N=[PH2]C1=CC(=O)C=CC1=O.O=[N+]([O-])c1ccccc1.O=[N+]([O-])c1ccccc1.O=[N+]([O-])c1ccccc1.O=[N+]([O-])c1ccccc1.O=[N+]([O-])c1ccccc1
Net charge: 0
DFT total energy, eV: -80617.576


(2)
Molecular formula: C40H70N10
Method: DFT, wB97M-V/def2-TZVPD

XYZ file:
```
120
Properties=species:S:1:pos:R:3
C -0.06 -0.03 3.58
C -1.46 0.18 4.16
C -2.14 1.40 3.49
C -3.25 1.93 4.34
N -4.10 2.37 4.93
H 0.36 0.92 3.24
H -0.13 -0.61 2.67
H 0.59 -0.54 4.29
H -1.25 0.27 5.22
H -2.00 -0.75 3.98
H -2.64 1.06 2.59
H -1.49 2.26 3.34
C 3.14 0.99 -0.25
C 4.12 2.17 -0.39
C 3.32 3.41 -0.35
C 4.32 4.43 -0.24
N 5.15 5.32 -0.15
H 2.40 0.97 0.54
H 3.65 0.02 -0.27
H 2.75 0.85 -1.26
H 4.79 2.20 -1.25
H 4.75 2.07 0.49
H 2.65 3.46 0.51
H 2.65 3.54 -1.19
C 2.13 -2.14 -3.68
C 0.78 -2.04 -3.04
C 0.75 -2.28 -1.50
C 1.72 -3.35 -1.06
N 2.46 -4.10 -0.76
H 2.07 -1.64 -4.65
H 2.43 -3.16 -3.91
H 2.96 -1.79 -3.07
H 0.06 -2.69 -3.54
H 0.31 -1.05 -3.06
H -0.27 -2.43 -1.15
H 1.04 -1.43 -0.89
C 1.06 2.97 -3.04
C 0.32 1.62 -3.40
C 1.36 0.61 -4.09
C 2.36 0.06 -3.08
N 3.14 -0.34 -2.31
H 0.98 3.51 -3.98
H 2.08 2.82 -2.69
H 0.48 3.56 -2.34
H -0.60 1.77 -3.97
H 0.10 1.18 -2.43
H 1.88 1.11 -4.90
H 0.73 -0.12 -4.60
C -2.00 -5.34 2.84
C -0.91 -4.34 2.24
C -1.40 -2.90 1.96
C -0.72 -2.28 0.83
N -0.26 -1.77 -0.14
H -1.61 -6.34 3.04
H -2.83 -5.53 2.16
H -2.49 -4.97 3.74
H -0.69 -4.90 1.33
H -0.09 -4.31 2.96
H -1.32 -2.31 2.88
H -2.47 -2.85 1.73
C 3.56 -1.75 2.06
C 4.16 -0.39 1.53
C 3.91 0.87 2.37
C 2.50 1.02 2.83
N 1.38 1.19 3.15
H 3.10 -1.59 3.03
H 4.31 -2.54 2.12
H 2.81 -2.24 1.42
H 3.72 -0.21 0.55
H 5.23 -0.50 1.35
H 4.33 1.82 2.04
H 4.46 0.56 3.26
C 0.90 1.41 -0.90
C 0.87 -0.03 -0.21
C 0.09 -0.08 1.11
C -1.32 0.22 1.06
N -2.41 0.46 1.08
H 1.40 1.36 -1.87
H 1.53 2.13 -0.37
H -0.07 1.90 -0.94
H 1.88 -0.41 -0.11
H 0.43 -0.76 -0.90
H 0.58 0.73 1.65
H 0.36 -1.00 1.64
C -1.90 -1.86 -1.54
C -1.58 -0.68 -2.51
C -1.52 -1.18 -4.06
C -2.74 -1.63 -4.68
N -3.74 -2.04 -5.15
H -2.02 -1.48 -0.53
H -1.19 -2.69 -1.63
H -2.86 -2.29 -1.83
H -0.63 -0.30 -2.13
H -2.48 -0.07 -2.48
H -0.96 -2.10 -3.93
H -1.13 -0.42 -4.74
C 0.13 3.60 1.74
C -0.89 3.02 0.79
C -1.13 3.94 -0.40
C 0.07 4.45 -1.08
N 1.03 4.75 -1.67
H 0.37 2.88 2.52
H -0.43 4.44 2.18
H 1.06 3.90 1.26
H -1.83 2.75 1.28
H -0.45 2.09 0.44
H -1.87 4.73 -0.26
H -1.76 3.29 -1.01
C -5.67 -1.71 -0.25
C -4.24 -1.42 0.41
C -4.22 0.07 0.77
C -5.26 0.40 1.79
N -6.13 0.68 2.57
H -6.49 -1.11 0.12
H -6.02 -2.73 -0.10
H -5.52 -1.53 -1.32
H -3.42 -1.73 -0.23
H -4.10 -2.05 1.29
H -4.53 0.59 -0.14
H -3.32 0.60 1.08
```

Relative energy (zero: lowest compared OMol25 entry of this formula, charge and spin), kJ/mol: 4845.1
Net charge: 0


(3)
Molecular formula: C28H28O3P2Se4Ti
Method: DFT, wB97M-V/def2-TZVPD

XYZ file:
```
66
Properties=species:S:1:pos:R:3
Ti -2.14 1.10 -1.11
O -0.30 1.45 -0.33
P 1.00 0.65 -0.46
C 0.61 -1.05 -0.95
P -0.78 -1.59 0.07
O -1.95 -0.66 -0.10
C -1.26 -3.20 -0.58
C -1.63 -3.27 -1.92
C -2.08 -4.47 -2.45
C -2.17 -5.60 -1.64
C -1.82 -5.53 -0.30
C -1.36 -4.33 0.23
C -0.24 -1.71 1.75
C -0.87 -0.93 2.72
C -0.41 -0.97 4.02
C 0.67 -1.78 4.37
C 1.28 -2.56 3.40
C 0.84 -2.53 2.09
C 1.92 1.36 -1.84
C 1.49 2.54 -2.43
C 2.26 3.15 -3.41
C 3.46 2.57 -3.81
C 3.89 1.39 -3.24
C 3.13 0.78 -2.25
C 1.86 0.60 1.03
C 2.99 -0.26 1.22
C 3.66 -0.27 2.43
C 3.26 0.54 3.49
C 2.17 1.41 3.30
C 1.49 1.45 2.11
H 1.47 -1.70 -0.76
H 0.32 -1.09 -2.01
H -1.59 -2.39 -2.55
H -2.38 -4.52 -3.49
H -2.53 -6.53 -2.06
H -1.90 -6.40 0.33
H -1.10 -4.27 1.28
H -1.70 -0.30 2.44
H -0.89 -0.35 4.77
H 1.03 -1.79 5.39
H 2.13 -3.18 3.66
H 1.33 -3.15 1.35
H 0.54 2.97 -2.13
H 1.91 4.06 -3.87
H 4.05 3.05 -4.58
H 4.82 0.93 -3.55
H 3.48 -0.13 -1.80
H 3.34 -0.91 0.43
H 4.51 -0.94 2.55
H 3.80 0.52 4.43
H 1.85 2.06 4.11
H 0.64 2.11 1.99
Se -3.94 1.66 2.49
Se -4.43 2.48 0.40
Se -4.66 0.72 -1.17
Se -1.64 0.76 -3.30
C -3.70 3.91 -2.54
O -2.98 4.19 -1.34
C -2.64 3.13 -0.52
C -1.79 3.71 0.59
H -3.70 4.84 -3.10
H -4.72 3.60 -2.32
H -3.21 3.12 -3.11
H -2.26 4.60 1.01
H -0.82 3.98 0.17
H -1.63 2.99 1.39
```

Relative energy (zero: lowest compared OMol25 entry of this formula, charge and spin), kJ/mol: 16.0
Spin multiplicity: 2
Net charge: -1
<S²>: 0.76


(4)
Molecular formula: H12O6Ti
Method: DFT, wB97M-V/def2-TZVPD

XYZ file:
```
19
Properties=species:S:1:pos:R:3
Ti -0.32 -0.08 -0.03
O 1.55 1.24 0.18
H 1.98 1.96 -0.31
H 1.67 1.47 1.12
O -2.24 1.29 0.51
H -2.78 1.24 1.31
H -2.64 1.99 -0.02
O -1.68 0.63 -2.46
H -1.37 1.41 -2.93
H -1.32 -0.10 -2.97
O 2.01 -1.22 1.36
H 2.71 -1.73 1.80
H 2.45 -0.47 0.94
O -0.65 -0.66 2.23
H 0.29 -0.92 2.34
H -1.14 -1.22 2.84
O 0.48 -1.23 -1.88
H 1.21 -1.86 -1.75
H -0.22 -1.76 -2.27
```

Relative energy (zero: lowest compared OMol25 entry of this formula, charge and spin), kJ/mol: 65.1
Spin multiplicity: 4
Net charge: +1
<S²>: 3.75